The following is a DFT calculation (ωB97M-V with the def2-TZVPD basis set) of a molecular structure, C5H3AlO3 at a distorted geometry.

Computed properties:
- 2S+1: 2
- Gap between HOMO and LUMO (alpha / beta): 5.11 / 5.50 eV
- Total charge: +3
- Lowest unoccupied orbital energy (alpha / beta): -18.840 / -18.839 eV
- E: -17929.482 eV
- <S²>: 0.770

Element x y z (Å)
Al (1.96247, -1.33904, 1.96224)
O (0.23860, -2.04220, 2.34032)
O (-2.38897, -0.17748, -2.65392)
O (0.98528, -0.55479, 0.88632)
C (-1.66321, 0.02984, -1.77699)
C (-0.34959, -1.48209, 1.47476)
C (-0.05503, 1.37744, -0.16451)
C (-0.85795, 0.28500, -0.77599)
C (0.77888, 0.14980, -0.24645)
H (1.47030, -0.08972, -1.05905)
H (-0.38283, 1.65887, 0.84523)
H (0.26203, 2.18436, -0.83194)

Atom charges from the natural (NBO) analysis, given in e for atoms 1 to 2:
1 Al 2.350
2 O -0.670